Record 1
54
Properties=species:S:1:pos:R:3:forces:R:3 method="wB97M-V/def2-TZVPD" spin_multiplicity=5 gap_ev="6.8 / 6.8" charge=+2
C -3.585 1.301 -0.032 -0.36 -0.69 -0.17
C -4.559 2.085 2.067 -0.64 -1.21 -0.96
H -2.548 -2.555 -0.118 0.38 -0.45 -0.53
H 0.902 1.043 2.069 0.92 0.45 0.63
H 1.657 -2.709 -2.354 -0.18 -0.18 0.11
H 1.736 3.311 -3.558 -0.20 -0.36 0.96
C 3.485 -1.259 0.690 -0.62 0.06 0.82
H 4.095 0.318 -1.536 -0.71 -0.90 -0.29
H -5.525 0.764 0.563 -0.16 0.71 0.32
C -0.605 -0.087 2.881 0.37 1.40 1.73
N -0.091 0.976 1.993 -1.05 0.79 0.50
O -1.307 2.022 -0.508 -0.29 -0.57 -0.05
C 3.372 -0.391 -2.041 -0.11 1.02 1.89
H 2.255 3.255 -1.795 -0.89 -0.47 -0.91
H 1.514 -3.397 -0.690 -0.57 -0.37 -0.01
C 1.430 2.978 -2.528 0.82 0.90 0.43
H 3.077 -3.290 -1.437 -0.46 0.65 -0.01
H -0.159 3.092 1.544 -0.70 -1.24 0.61
I -6.333 2.165 3.178 0.43 0.20 0.08
H 0.548 3.561 -2.223 0.17 -0.27 -0.15
C 0.192 1.060 -4.129 -1.20 0.60 0.79
P 1.057 1.183 -2.536 -0.14 1.10 -0.57
H -1.651 0.198 3.104 0.48 -0.17 0.21
H 0.106 -4.666 2.601 0.38 -0.02 -0.17
C 2.092 -2.778 -1.356 0.53 -0.45 0.18
H 0.789 1.450 -4.935 0.35 0.17 -0.25
H 3.315 1.194 -3.469 -0.88 -0.56 0.13
C -0.007 -2.512 2.734 -0.64 -0.29 0.08
H -0.714 1.699 -4.019 0.33 -0.71 -0.37
C -4.672 1.390 0.838 0.44 -0.66 -0.39
H 2.305 -0.186 -3.892 -0.02 -0.55 -0.65
Ho -0.325 0.241 -0.110 -0.34 0.02 -2.96
C 2.600 0.423 -3.066 1.67 0.37 -0.16
H 3.944 -0.258 0.744 0.12 -0.50 0.13
H 4.246 -2.062 0.564 -0.57 0.66 -0.06
C -0.256 -3.751 2.157 -1.30 0.37 -1.17
H 3.972 -1.197 -2.475 -0.25 0.05 0.12
C -0.771 2.327 2.139 0.94 2.17 -0.19
H -0.038 0.016 -4.317 -0.36 -0.04 -0.16
C -1.731 -2.664 0.582 0.87 1.49 0.21
H 0.000 -0.172 3.825 -0.74 0.33 -0.74
C -1.170 -3.821 1.046 1.39 -0.17 1.21
C -2.374 1.848 0.309 1.08 1.96 1.05
I -3.403 -0.023 -1.727 -0.29 0.56 0.54
C -2.209 2.309 1.644 0.20 -0.98 0.71
C -3.297 2.438 2.526 0.10 0.44 -0.83
P 2.227 -1.107 -0.643 2.48 -0.21 -1.21
H -1.294 -4.742 0.508 -0.57 -0.40 0.26
C -0.640 -1.385 2.228 0.72 -1.84 -1.67
H -3.202 2.901 3.504 0.24 -0.27 0.01
H 2.923 -1.409 1.645 0.66 -0.09 -0.54
H 0.620 -2.380 3.589 0.17 -0.26 0.54
H -0.700 2.703 3.176 -0.18 -0.49 -0.28
N -1.292 -1.450 1.046 -1.83 -1.09 1.22



Record 2
82
Properties=species:S:1:pos:R:3:forces:R:3 method="wB97M-V/def2-TZVPD" spin_multiplicity=6 gap_ev="6.5 / 4.8" charge=+2
H 6.658 -0.244 -0.125 0.00 0.00 0.00
H 1.869 -5.246 2.891 0.02 0.00 -0.01
H 0.557 2.467 -5.864 0.01 0.00 0.01
H -0.520 2.685 -1.656 0.02 -0.02 0.04
H 3.836 -3.196 -1.406 0.00 -0.01 0.00
N -1.255 -1.591 1.782 0.00 -0.02 -0.05
C -2.446 -2.121 1.941 -0.01 0.06 -0.03
H 1.999 -1.595 -1.090 0.03 0.01 0.00
C -2.696 -3.115 2.898 0.02 0.00 0.02
C 3.017 -1.288 -0.868 0.04 -0.02 -0.01
C -8.234 2.140 -4.040 0.02 -0.08 0.02
C -0.236 -2.042 2.568 0.01 -0.07 0.09
H 1.010 -1.793 6.234 0.00 0.02 0.00
H 2.690 1.344 -5.244 0.02 -0.01 0.02
C -0.371 1.646 1.610 0.02 -0.06 0.01
H 3.288 1.150 -2.878 0.02 -0.01 -0.04
C 0.158 2.366 -2.443 0.06 -0.06 -0.01
C 4.606 0.377 -0.148 0.00 -0.06 0.00
C -0.355 2.407 -3.812 -0.06 -0.03 0.04
H 4.832 1.377 0.204 0.01 0.00 0.00
C -0.980 1.013 -4.102 0.00 0.14 0.03
H -0.085 -5.803 5.247 0.00 -0.01 0.02
C 0.341 -4.957 5.789 -0.02 -0.05 -0.03
H -3.694 -3.516 3.000 0.00 -0.01 0.01
Si 1.080 -3.693 4.647 0.04 0.07 0.02
C 3.183 5.157 2.126 0.00 0.00 0.01
C -8.535 -0.123 -3.269 0.09 0.02 -0.01
H 3.493 6.036 2.676 0.00 0.00 0.00
C -3.385 0.430 -3.369 0.05 0.03 -0.10
C 2.331 -4.471 3.507 -0.01 -0.03 -0.01
H 2.815 -3.749 2.849 0.00 0.01 -0.01
S 1.249 -1.263 2.211 0.06 -0.08 0.03
H -1.849 -4.326 4.434 -0.01 0.00 0.00
N -9.234 -0.997 -2.985 -0.02 -0.03 0.00
H 1.132 -5.352 6.431 0.00 -0.01 0.01
C -1.659 -3.559 3.694 -0.04 -0.02 0.00
H 6.165 -2.526 -0.925 0.00 0.00 0.00
H 3.267 1.782 2.335 0.00 0.00 0.01
C -1.971 0.250 -3.314 0.12 -0.07 -0.05
H 2.330 6.283 0.513 0.00 0.01 0.00
H 2.563 -2.624 6.272 0.01 0.02 0.01
F -6.375 -0.630 -1.632 0.01 0.00 -0.01
C 1.776 -2.257 5.610 -0.02 -0.02 -0.03
C -1.309 -0.538 -2.351 -0.16 0.09 0.11
H 0.401 1.918 2.322 0.02 -0.03 -0.02
Pd 0.009 -0.072 0.517 -0.20 0.20 -0.03
C -7.668 0.926 -3.618 -0.22 0.05 -0.02
C -4.258 -0.196 -2.468 -0.08 -0.05 0.04
H -3.239 -1.752 1.301 0.00 -0.01 0.00
C -3.983 1.240 -4.349 -0.02 0.01 -0.01
C 1.966 1.603 -4.480 0.02 -0.03 0.00
C 3.446 3.893 2.636 0.00 -0.04 0.00
C 3.288 0.006 -0.412 -0.09 0.07 -0.02
H -0.425 -4.538 6.444 0.00 0.01 0.01
C 4.050 -2.196 -1.053 0.00 0.02 0.01
H 2.214 -1.492 4.967 0.01 0.00 0.03
H -1.270 1.301 2.122 0.00 0.00 -0.01
C 2.299 1.501 -3.150 -0.06 0.05 -0.01
H 3.962 3.785 3.581 0.00 0.01 0.00
H 3.111 -4.948 4.104 0.01 0.00 -0.01
C -5.351 1.393 -4.433 -0.03 0.00 -0.04
H -1.004 3.255 -4.030 -0.03 -0.03 -0.05
N -8.711 3.139 -4.371 0.02 0.06 0.00
F -5.836 2.145 -5.405 0.00 -0.01 0.01
C 2.391 2.898 0.708 -0.01 -0.07 -0.04
C -5.625 -0.036 -2.546 0.01 0.00 0.07
H -0.595 2.504 0.978 0.02 -0.02 -0.02
N -0.185 0.621 -5.010 -0.06 -0.05 -0.01
Ge 1.846 1.296 -0.219 0.04 -0.03 -0.04
F -3.756 -0.952 -1.493 -0.03 0.00 -0.02
C 1.384 1.804 -2.108 -0.03 0.05 0.03
C -0.367 -3.038 3.555 0.03 0.04 -0.03
C 0.597 1.927 -4.919 0.06 0.03 -0.05
C -6.211 0.759 -3.534 0.14 -0.01 -0.01
F -3.215 1.876 -5.231 0.02 -0.02 0.03
C 5.637 -0.536 -0.333 0.01 0.05 0.02
C 5.360 -1.818 -0.783 -0.02 -0.03 -0.01
C 2.131 4.170 0.204 0.04 -0.01 0.05
C 2.528 5.297 0.912 -0.02 0.02 -0.03
C 3.051 2.766 1.931 0.00 0.09 0.00
N -0.659 -1.044 -1.539 0.12 -0.01 0.04
H 1.629 4.298 -0.749 0.00 0.01 0.00



Record 3
14
Properties=species:S:1:pos:R:3:forces:R:3 method="wB97M-V/def2-TZVPD" spin_multiplicity=1 gap_ev=8.1
H 0.195 0.670 2.221 -0.86 -0.03 -0.92
H 2.712 -0.107 -0.969 -0.67 2.01 -0.56
S -1.874 -1.830 -1.456 -0.49 0.54 1.31
H 2.611 1.870 -0.889 0.01 -1.61 -0.37
N -0.749 0.458 1.843 2.32 0.93 -1.18
H -0.787 -1.185 -1.847 0.46 0.22 -0.26
C -1.908 -1.041 0.147 0.16 -0.30 1.08
S -3.065 -1.427 1.261 0.52 0.22 -0.89
N 0.150 0.018 -0.337 -2.78 -1.05 0.72
C -0.765 -0.124 0.589 0.47 -0.78 -1.59
H -1.262 0.022 2.539 -1.60 -1.07 1.08
H 1.524 0.951 -2.020 0.57 -0.31 0.28
O 1.115 0.850 0.000 2.02 1.16 0.08
C 2.102 0.874 -1.082 -0.12 0.07 1.22



Record 4
15
Properties=species:S:1:pos:R:3:forces:R:3 method="wB97M-V/def2-TZVPD" spin_multiplicity=1 smiles="OC1=CC[C@H](O)[NH2+]1" gap_ev=10.1 charge=+1
C 1.015 0.636 0.253 -1.97 -3.99 2.81
C 0.838 -0.599 0.842 1.89 3.50 -1.21
O 1.868 1.589 0.168 2.47 2.11 0.01
H -0.817 1.669 0.453 0.18 -0.10 -0.02
H 1.576 -1.060 1.449 0.57 -0.47 0.15
O -0.486 -0.482 -1.729 -1.43 -2.22 -1.38
H -0.413 -2.172 0.244 -0.53 0.44 0.27
N -0.347 1.048 -0.217 0.86 1.74 -0.73
H 2.765 1.577 0.615 -1.72 -0.65 -0.58
H -1.040 -1.214 -2.135 1.18 1.24 0.37
H -1.078 -1.057 1.585 0.37 -0.40 -1.57
H -2.132 -0.129 -0.528 0.81 0.18 0.30
C -0.495 -1.126 0.595 -0.87 -1.35 1.87
C -1.022 -0.229 -0.474 -1.43 0.10 -0.73
H -0.231 1.548 -1.121 -0.38 -0.13 0.44



Record 5
64
Properties=species:S:1:pos:R:3:forces:R:3 method="wB97M-V/def2-TZVPD" spin_multiplicity=1 gap_ev=6.1
C 0.612 2.414 3.012 0.02 -0.03 -0.02
H 2.360 -3.667 1.968 0.03 -0.02 0.02
C -0.425 4.467 1.461 0.02 -0.01 0.00
O 3.944 -0.050 -0.383 -0.02 -0.05 -0.01
H 5.168 -2.995 1.336 0.02 0.03 -0.01
H 5.955 -3.063 -0.858 0.00 0.00 0.00
F 0.331 -0.311 -7.607 -0.01 -0.02 0.05
H 4.606 -0.619 1.506 -0.01 -0.01 0.03
H -4.050 0.621 3.218 -0.01 0.01 0.00
C 3.277 -2.143 0.758 -0.09 0.10 -0.05
F 2.380 -1.627 -6.411 -0.03 0.02 0.02
Se 1.316 -1.624 3.027 -0.12 -0.14 -0.16
S -0.239 -2.247 -2.065 -0.42 0.06 -0.24
H 2.420 3.555 3.044 0.00 0.00 0.00
H -3.292 2.420 -1.905 0.00 0.00 0.00
H -3.534 -1.797 0.547 -0.01 0.00 0.01
C -5.828 1.556 -1.610 0.09 -0.06 0.02
Au -0.343 -0.792 1.343 0.13 -0.01 0.76
H -3.717 1.816 1.967 0.00 -0.04 -0.02
F -2.260 -0.746 -3.740 0.08 0.01 0.03
H 1.042 1.601 3.584 0.00 -0.01 0.01
H -0.351 0.052 4.755 0.01 0.01 -0.02
H 3.536 -2.676 2.828 0.02 -0.04 -0.01
C 4.501 -3.019 0.468 0.03 -0.03 0.00
H -2.066 -0.272 4.980 0.01 -0.01 0.00
C 1.397 3.511 2.692 0.00 0.00 0.00
P -1.673 0.814 2.871 0.22 0.13 -0.23
H -1.441 1.379 5.237 -0.02 -0.01 0.00
H -3.492 2.246 3.678 0.00 0.01 -0.02
O 5.177 -2.524 -0.690 0.00 0.01 -0.01
H -2.230 3.329 1.410 0.00 0.01 0.01
H 4.184 -4.056 0.305 0.00 0.00 0.02
H 2.922 -0.110 1.359 0.01 0.01 0.01
C -1.098 -0.969 -4.361 -0.13 0.01 -0.01
C 1.105 -1.848 -4.439 0.05 0.03 -0.06
C -3.394 1.447 2.940 0.02 -0.06 0.01
H -1.274 1.245 -1.025 0.00 0.01 0.01
Se 1.138 -0.915 -0.995 0.22 0.04 0.08
C 2.294 -2.400 -0.402 0.14 0.10 -0.11
H 2.837 -2.665 -1.307 0.00 -0.04 0.03
C -4.703 -0.294 -0.450 -0.02 -0.02 -0.01
C -3.525 -0.862 0.000 0.05 0.01 -0.02
C -0.975 -0.518 -5.664 0.01 0.00 -0.01
C -1.349 0.474 4.635 0.00 -0.01 -0.03
C 3.714 -0.676 0.869 -0.05 0.02 -0.01
C 0.883 4.541 1.917 -0.01 0.01 0.00
C 1.250 -1.410 -5.742 0.00 0.02 0.02
H -5.655 -0.775 -0.277 0.00 0.01 0.02
H -0.834 5.264 0.854 0.00 0.00 0.00
C 0.203 -0.739 -6.355 -0.01 0.02 -0.04
H 1.621 -3.212 -0.134 -0.06 0.05 -0.01
F 2.134 -2.479 -3.877 -0.05 0.00 -0.01
C -2.267 0.833 -0.877 0.04 0.03 0.02
H 1.498 5.396 1.669 0.00 0.00 0.00
C 2.723 -2.648 2.101 -0.04 0.13 0.03
C -0.066 -1.636 -3.718 0.21 -0.20 0.05
N -2.330 -0.310 -0.200 -0.15 -0.08 -0.20
C -1.213 3.370 1.779 -0.02 0.01 0.04
H 4.588 -0.593 -0.857 0.00 0.01 0.01
F -1.981 0.128 -6.253 0.03 -0.03 0.01
C -0.709 2.335 2.566 -0.06 0.01 -0.01
C -3.385 1.489 -1.363 0.04 0.00 -0.01
N -6.788 2.070 -1.975 -0.03 0.02 -0.02
C -4.628 0.912 -1.140 -0.09 0.03 0.00



Record 6
17
Properties=species:S:1:pos:R:3:forces:R:3 method="wB97M-V/def2-TZVPD" spin_multiplicity=2 gap_ev="12.0 / 6.9" charge=+1
H -1.495 -0.917 1.127 0.46 -0.30 0.01
H -0.601 -2.749 -0.535 -0.47 -0.18 0.76
O 2.421 2.278 0.758 2.43 -1.79 -1.75
C 0.701 0.545 0.801 2.23 -0.02 0.48
H 1.559 -0.102 1.080 0.22 -0.02 -0.21
H 0.394 0.837 1.819 -1.39 -0.86 -0.40
N -0.034 -0.217 -0.161 -1.85 3.07 0.70
H -2.188 -0.129 -0.176 0.67 0.52 -0.68
H -0.020 0.272 -1.062 0.75 -0.79 -0.42
H 0.429 2.512 0.082 0.35 0.67 1.03
H -1.337 -1.993 -1.801 -0.42 0.62 -0.02
H -2.426 -2.564 -0.559 0.07 -0.11 0.31
H 2.708 1.597 0.029 3.38 1.94 2.47
C -1.322 -0.773 0.057 -0.98 -1.78 1.13
C 1.308 1.853 0.190 -6.94 -0.86 -3.02
H 1.366 1.647 -0.932 0.62 -0.02 0.57
C -1.461 -2.097 -0.718 0.89 -0.09 -0.95